DFT (wB97M-V/def2-TZVPD) results for a gas-phase ion, C3H8N3S (charge +1) in a non-equilibrium geometry.

XYZ file:
```
15
Properties=species:S:1:pos:R:3
S 1.106 -1.401 -0.208
N 1.645 1.159 0.143
C 2.284 -0.016 0.192
H 2.611 -0.233 1.242
H -2.446 -0.768 0.717
C -1.517 -0.160 1.204
N -0.972 -0.003 -1.461
C -0.211 -0.058 -0.132
H -1.333 -0.935 -1.632
H -1.644 0.753 -1.248
N 0.429 1.198 0.133
H 3.146 0.024 -0.481
H -1.779 0.762 1.503
H -1.140 -0.706 2.044
H -0.179 0.384 -2.016
```

Charge = +1
Kohn-Sham gap = 9.59 eV
LUMO energy = -4.24 eV
HOMO level = -0.5082 Ha
Max |F| = 0.1338 Eh/bohr
E = -18536.1366 eV
Structure (SMILES) = C[C@@]1([NH3+])N=NCS1